The following is a quantum chemistry calculation of 12 unconnected molecules or ions with the total composition C54H118Cl2N12O18P4, from the OMol25 dataset.

The calculation puts the LUMO energy (alpha / beta) at -2.3 / -6.7 eV. The value obtained for the energy above the lowest of the compared OMol25 structures with the same formula, charge and spin is 11.21 kcal per mole. The spin multiplicity is 2. The total energy comes out at -6425.4054 hartree. The total charge is +1. Its expectation value of S² is 0.7620.

Bonds (Å) are listed after each position.
Cartesian coordinates (Å):
1 Cl 3.18 -0.21 -4.65  C2 1.749
2 C 1.52 -0.65 -4.32  Cl1 1.749, C3 1.506, H5 1.090, H6 1.090
3 C 0.92 -0.95 -5.66  C2 1.506, Cl4 1.913, H7 1.090, H8 1.090
4 Cl 0.73 0.75 -6.51  C3 1.913
5 H 1.12 0.29 -3.93  C2 1.090
6 H 1.48 -1.36 -3.50  C2 1.090
7 H -0.09 -1.34 -5.56  C3 1.090
8 H 1.46 -1.69 -6.25  C3 1.090
9 O -5.58 6.80 -3.05  P10 1.503
10 P -4.58 5.99 -2.27  O9 1.503, N11 1.675, N14 1.708, N17 1.677
11 N -4.30 4.42 -2.79  P10 1.675, C12 1.490, C13 1.469
12 C -3.06 3.62 -2.55  N11 1.490, H20 1.090, H21 1.090, H22 1.090
13 C -5.42 3.57 -3.20  N11 1.469, H23 1.090, H24 1.090, H25 1.090
14 N -4.94 5.77 -0.62  P10 1.708, C15 1.518, C16 1.453
15 C -6.35 5.38 -0.21  N14 1.518, H26 1.090, H27 1.090, H28 1.090
16 C -3.98 5.65 0.47  N14 1.453, H29 1.090, H30 1.090, H31 1.090
17 N -3.06 6.66 -2.48  P10 1.677, C18 1.452, C19 1.433
18 C -2.42 6.50 -3.77  N17 1.452, H32 1.090, H33 1.090, H34 1.090
19 C -2.88 8.00 -2.02  N17 1.433, H35 1.090, H36 1.090, H37 1.090
20 H -2.89 2.77 -3.22  C12 1.090
21 H -3.20 3.26 -1.53  C12 1.090
22 H -2.14 4.21 -2.57  C12 1.090
23 H -6.14 4.04 -3.86  C13 1.090
24 H -5.99 3.22 -2.35  C13 1.090
25 H -5.07 2.71 -3.77  C13 1.090
26 H -6.55 4.32 -0.41  C15 1.090
27 H -6.57 5.61 0.83  C15 1.090
28 H -7.05 5.82 -0.92  C15 1.090
29 H -3.01 6.04 0.14  C16 1.090
30 H -4.31 6.15 1.38  C16 1.090
31 H -3.74 4.61 0.66  C16 1.090
32 H -2.84 7.23 -4.47  C18 1.090
33 H -1.34 6.57 -3.65  C18 1.090
34 H -2.70 5.53 -4.19  C18 1.090
35 H -3.37 8.72 -2.69  C19 1.090
36 H -1.82 8.26 -2.05  C19 1.090
37 H -3.21 8.26 -1.02  C19 1.090
38 O 3.22 -2.09 -1.67  P39 1.467
39 P 4.44 -1.89 -0.88  O38 1.467, N40 1.755, N43 1.722, N46 1.714
40 N 4.52 -3.02 0.46  P39 1.755, C41 1.468, C42 1.444
41 C 4.94 -4.38 0.11  N40 1.468, H49 1.090, H50 1.090, H51 1.090
42 C 3.74 -2.93 1.68  N40 1.444, H52 1.090, H53 1.090, H54 1.090
43 N 4.51 -0.29 -0.26  P39 1.722, C44 1.491, C45 1.495
44 C 5.36 0.11 0.90  N43 1.491, H55 1.090, H56 1.090, H57 1.090
45 C 3.70 0.80 -0.89  N43 1.495, H58 1.090, H59 1.090, H60 1.090
46 N 5.97 -2.20 -1.59  P39 1.714, C47 1.447, C48 1.490
47 C 7.16 -2.29 -0.78  N46 1.447, H61 1.090, H62 1.090, H63 1.090
48 C 6.03 -2.84 -2.94  N46 1.490, H64 1.090, H65 1.090, H66 1.090
49 H 5.99 -4.64 0.24  C41 1.090
50 H 4.67 -4.64 -0.92  C41 1.090
51 H 4.37 -5.14 0.66  C41 1.090
52 H 2.86 -3.56 1.58  C42 1.090
53 H 3.40 -1.92 1.92  C42 1.090
54 H 4.44 -3.27 2.44  C42 1.090
55 H 5.68 -0.79 1.43  C44 1.090
56 H 6.23 0.71 0.64  C44 1.090
57 H 4.75 0.71 1.57  C44 1.090
58 H 4.37 1.54 -1.34  C45 1.090
59 H 3.15 0.33 -1.71  C45 1.090
60 H 3.06 1.33 -0.19  C45 1.090
61 H 7.63 -3.27 -0.73  C47 1.090
62 H 7.88 -1.54 -1.11  C47 1.090
63 H 6.88 -2.10 0.26  C47 1.090
64 H 5.69 -3.87 -2.84  C48 1.090
65 H 6.98 -2.87 -3.47  C48 1.090
66 H 5.33 -2.35 -3.61  C48 1.090
67 O 3.57 -2.90 4.84  P68 1.485
68 P 2.60 -3.96 5.20  O67 1.485, N69 1.707, N72 1.711, N75 1.736
69 N 1.19 -3.89 4.23  P68 1.707, C70 1.461, C71 1.442
70 C 0.79 -2.60 3.66  N69 1.461, H78 1.090, H79 1.090, H80 1.090
71 C 0.19 -4.92 4.16  N69 1.442, H81 1.090, H82 1.090, H83 1.090
72 N 2.00 -4.02 6.80  P68 1.711, C73 1.400, C74 1.469
73 C 1.43 -5.21 7.27  N72 1.400, H84 1.090, H85 1.090, H86 1.090
74 C 2.08 -2.92 7.77  N72 1.469, H87 1.090, H88 1.090, H89 1.090
75 N 3.24 -5.55 4.94  P68 1.736, C76 1.478, C77 1.442
76 C 4.19 -6.03 5.96  N75 1.478, H90 1.090, H91 1.090, H92 1.090
77 C 3.45 -6.12 3.63  N75 1.442, H93 1.090, H94 1.090, H95 1.090
78 H -0.26 -2.46 3.42  C70 1.090
79 H 1.34 -2.59 2.72  C70 1.090
80 H 1.18 -1.72 4.17  C70 1.090
81 H -0.10 -5.13 3.13  C71 1.090
82 H -0.72 -4.58 4.64  C71 1.090
83 H 0.53 -5.83 4.67  C71 1.090
84 H 2.21 -5.62 7.92  C73 1.090
85 H 0.46 -5.09 7.75  C73 1.090
86 H 1.40 -5.95 6.47  C73 1.090
87 H 1.22 -2.78 8.43  C74 1.090
88 H 3.01 -3.10 8.31  C74 1.090
89 H 2.13 -1.98 7.21  C74 1.090
90 H 3.75 -6.67 6.73  C76 1.090
91 H 5.01 -6.55 5.47  C76 1.090
92 H 4.65 -5.26 6.58  C76 1.090
93 H 3.26 -7.19 3.62  C77 1.090
94 H 4.48 -6.01 3.26  C77 1.090
95 H 2.86 -5.62 2.86  C77 1.090
96 O -6.04 -0.79 -5.00  P97 1.489
97 P -4.70 -1.14 -4.46  O96 1.489, N98 1.702, N101 1.705, N104 1.787
98 N -3.39 -0.68 -5.46  P97 1.702, C99 1.504, C100 1.467
99 C -3.01 -1.45 -6.69  N98 1.504, H107 1.090, H108 1.090, H109 1.090
100 C -3.02 0.73 -5.61  N98 1.467, H110 1.090, H111 1.090, H112 1.090
101 N -4.42 -2.79 -4.12  P97 1.705, C102 1.489, C103 1.468
102 C -5.63 -3.65 -4.03  N101 1.489, H113 1.090, H114 1.090, H115 1.090
103 C -3.11 -3.33 -3.74  N101 1.468, H116 1.090, H117 1.090, H118 1.090
104 N -4.25 -0.35 -2.93  P97 1.787, C105 1.505, C106 1.506
105 C -5.31 -0.12 -1.88  N104 1.505, H119 1.090, H120 1.090, H121 1.090
106 C -2.87 -0.45 -2.32  N104 1.506, H122 1.090, H123 1.090, H124 1.090
107 H -1.99 -1.23 -7.02  C99 1.090
108 H -3.68 -1.25 -7.53  C99 1.090
109 H -3.04 -2.51 -6.43  C99 1.090
110 H -1.93 0.73 -5.55  C100 1.090
111 H -3.35 1.34 -4.78  C100 1.090
112 H -3.47 1.25 -6.46  C100 1.090
113 H -5.43 -4.64 -3.61  C102 1.090
114 H -6.34 -3.19 -3.33  C102 1.090
115 H -6.17 -3.62 -4.98  C102 1.090
116 H -2.29 -2.73 -4.12  C103 1.090
117 H -3.10 -3.30 -2.65  C103 1.090
118 H -3.00 -4.39 -3.99  C103 1.090
119 H -6.29 0.05 -2.32  C105 1.090
120 H -5.36 -0.92 -1.14  C105 1.090
121 H -4.90 0.73 -1.33  C105 1.090
122 H -2.02 -0.42 -3.00  C106 1.090
123 H -2.84 -1.34 -1.70  C106 1.090
124 H -2.78 0.34 -1.57  C106 1.090
125 O 4.49 5.42 -5.91  C126 1.233
126 C 3.84 4.76 -5.09  O125 1.233, O127 1.305, C130 1.482
127 O 3.93 5.10 -3.83  C126 1.305, C128 1.454
128 C 3.32 4.09 -2.98  O127 1.454, C129 1.545, H131 1.090, H132 1.090
129 C 2.30 3.40 -3.91  C128 1.545, C130 1.541, H133 1.090, H134 1.090
130 C 2.95 3.59 -5.30  C126 1.482, C129 1.541, H135 1.090, H136 1.090
131 H 2.77 4.47 -2.11  C128 1.090
132 H 4.08 3.41 -2.59  C128 1.090
133 H 1.27 3.76 -3.85  C129 1.090
134 H 2.20 2.35 -3.63  C129 1.090
135 H 2.16 3.79 -6.01  C130 1.090
136 H 3.45 2.65 -5.54  C130 1.090
137 O -4.99 4.85 4.99  C138 1.220
138 C -4.15 3.97 4.90  O137 1.220, O139 1.359, C142 1.556
139 O -4.44 2.70 5.30  C138 1.359, C140 1.428
140 C -3.28 1.89 5.39  O139 1.428, C141 1.519, H143 1.090, H144 1.090
141 C -2.17 2.54 4.59  C140 1.519, C142 1.541, H145 1.090, H146 1.090
142 C -2.66 3.99 4.43  C138 1.556, C141 1.541, H147 1.090, H148 1.090
143 H -3.45 0.93 4.89  C140 1.090
144 H -2.88 1.71 6.39  C140 1.090
145 H -1.94 2.04 3.64  C141 1.090
146 H -1.17 2.54 5.03  C141 1.090
147 H -2.62 4.43 3.43  C142 1.090
148 H -2.25 4.75 5.10  C142 1.090
149 O 3.19 3.88 3.87  C150 1.209
150 C 3.04 2.74 4.23  O149 1.209, O151 1.348, C154 1.493
151 O 3.58 1.68 3.59  C150 1.348, C152 1.469
152 C 3.08 0.39 4.07  O151 1.469, C153 1.556, H155 1.090, H156 1.090
153 C 1.81 0.76 4.90  C152 1.556, C154 1.574, H157 1.090, H158 1.090
154 C 2.14 2.24 5.32  C150 1.493, C153 1.574, H159 1.090, H160 1.090
155 H 3.85 -0.15 4.62  C152 1.090
156 H 2.71 -0.24 3.26  C152 1.090
157 H 1.64 0.14 5.78  C153 1.090
158 H 1.00 0.75 4.17  C153 1.090
159 H 2.65 2.26 6.28  C154 1.090
160 H 1.28 2.92 5.31  C154 1.090
161 O 0.05 -5.46 -3.60  C162 1.197
162 C 0.40 -5.22 -2.48  O161 1.197, O163 1.373, C166 1.492
163 O -0.27 -4.33 -1.68  C162 1.373, C164 1.375
164 C 0.43 -4.11 -0.52  O163 1.375, C165 1.532, H167 1.090, H168 1.090
165 C 1.26 -5.38 -0.36  C164 1.532, C166 1.524, H169 1.090, H170 1.090
166 C 1.62 -5.75 -1.80  C162 1.492, C165 1.524, H171 1.090, H172 1.090
167 H -0.31 -3.96 0.27  C164 1.090
168 H 1.01 -3.18 -0.54  C164 1.090
169 H 0.61 -6.13 0.08  C165 1.090
170 H 2.16 -5.27 0.24  C165 1.090
171 H 1.81 -6.80 -1.98  C166 1.090
172 H 2.42 -5.09 -2.15  C166 1.090
173 O -0.31 1.70 -2.32  C174 1.260
174 C -0.05 1.31 -1.15  O173 1.260, O175 1.330, C178 1.506
175 O 0.17 2.14 -0.13  C174 1.330, C176 1.434
176 C 0.46 1.48 1.11  O175 1.434, C177 1.565, H179 1.090, H180 1.090
177 C 0.64 -0.02 0.69  C176 1.565, C178 1.546, H181 1.090, H182 1.090
178 C 0.10 -0.13 -0.75  C174 1.506, C177 1.546, H183 1.090, H184 1.090
179 H -0.39 1.58 1.78  C176 1.090
180 H 1.25 2.02 1.62  C176 1.090
181 H 0.22 -0.71 1.42  C177 1.090
182 H 1.68 -0.33 0.68  C177 1.090
183 H -0.87 -0.63 -0.70  C178 1.090
184 H 0.52 -0.88 -1.42  C178 1.090
185 O -2.38 -1.24 1.14  C186 1.225
186 C -2.94 -2.30 1.40  O185 1.225, O187 1.356, C190 1.531
187 O -2.94 -2.88 2.62  C186 1.356, C188 1.405
188 C -3.21 -4.26 2.57  O187 1.405, C189 1.502, H191 1.090, H192 1.090
189 C -3.67 -4.51 1.17  C188 1.502, C190 1.516, H193 1.090, H194 1.090
190 C -3.74 -3.18 0.44  C186 1.531, C189 1.516, H195 1.090, H196 1.090
191 H -3.90 -4.50 3.38  C188 1.090
192 H -2.28 -4.84 2.59  C188 1.090
193 H -4.69 -4.91 1.15  C189 1.090
194 H -2.98 -5.24 0.75  C189 1.090
195 H -4.70 -2.71 0.23  C190 1.090
196 H -3.31 -3.30 -0.56  C190 1.090
197 O -0.66 5.49 2.45  C198 1.217
198 C -0.06 5.48 1.39  O197 1.217, O199 1.359, C202 1.490
199 O -0.66 5.16 0.21  C198 1.359, C200 1.489
200 C 0.38 5.32 -0.84  O199 1.489, C201 1.534, H203 1.090, H204 1.090
201 C 1.28 6.40 -0.23  C200 1.534, C202 1.503, H205 1.090, H206 1.090
202 C 1.33 5.98 1.21  C198 1.490, C201 1.503, H207 1.090, H208 1.090
203 H 0.01 5.63 -1.81  C200 1.090
204 H 0.95 4.40 -0.99  C200 1.090
205 H 0.89 7.41 -0.30  C201 1.090
206 H 2.24 6.45 -0.75  C201 1.090
207 H 1.50 6.87 1.82  C202 1.090
208 H 1.98 5.13 1.41  C202 1.090